DFT (the ωB97M-V functional and the def2-TZVPD basis) results for a 2-piece molecular cluster, C5H13NO overall at a distorted geometry.

Output
- energy relative to the best compared isomer or geometry (same formula, charge and spin) (eV) = 1.666
- E_HOMO (eV) = -9.037
- F_max (eV/Å) = 1.45
- molar mass (g mol⁻¹) = 103.16
- LUMO (eV) = 0.72

Last column: natural (NBO) charge in e.
Atoms and positions in Å:
C 1.30788 1.83264 -1.83075  -0.41
C 0.25789 1.09639 -1.49118  -0.16
C 0.26886 -0.40509 -1.44636  -0.45
C -0.22206 -0.99780 -0.11837  -0.40
C 0.91521 -1.43058 0.81120  -0.20
N 1.55131 -2.69620 0.44357  -0.86
H 2.25042 1.34025 -2.05325  0.19
H 1.30273 2.90652 -1.95946  0.20
H -0.64154 1.55740 -1.08626  0.19
H -0.45407 -0.70462 -2.21797  0.21
H 1.24734 -0.73985 -1.79512  0.22
H -0.92369 -1.81940 -0.24520  0.20
H -0.69741 -0.18812 0.44260  0.21
H 0.48954 -1.49337 1.82095  0.17
H 1.69139 -0.66161 0.86541  0.18
H 1.80262 -3.20306 1.27966  0.36
H 1.01980 -3.32601 -0.14212  0.36
O -3.94762 2.67841 2.76833  -0.94
H -4.10268 3.23741 3.54529  0.47
H -3.11592 3.01668 2.40906  0.47